Below is C45H35N2O2P2SSn as an isolated structure, with properties calculated with ωB97M-V with the def2-TZVPD basis set.

As for the charge: +1. As for the spin multiplicity: 1. Its HOMO-LUMO gap is 8.02 eV.

Geometry as XYZ:
```
88
Properties=species:S:1:pos:R:3:mulliken_charge:R:1
Sn 0.085 -0.478 2.136 0.70
O -3.984 1.481 2.180 -0.77
S -2.681 1.466 1.466 1.02
C -2.094 3.155 1.337 -0.35
C -2.977 4.173 1.666 -0.44
C -2.564 5.487 1.520 -0.72
C -1.283 5.767 1.054 -0.82
C -0.403 4.737 0.755 -0.41
C -0.792 3.405 0.901 -0.38
P 0.377 2.016 0.580 1.25
C 0.626 2.062 -1.226 0.94
C -0.257 2.722 -2.079 -1.09
C -0.043 2.707 -3.453 -0.72
C 1.056 2.044 -3.982 -0.75
C 1.928 1.366 -3.137 -0.61
C 1.705 1.357 -1.768 -0.34
C 1.918 2.689 1.303 0.96
C 2.917 3.321 0.569 -0.11
C 4.045 3.822 1.211 -0.69
C 4.182 3.700 2.586 -0.58
C 3.184 3.081 3.328 -0.79
C 2.062 2.576 2.688 -0.73
C -3.010 1.194 -0.289 0.80
C -3.840 2.080 -0.971 -0.56
C -4.238 1.790 -2.262 -0.91
C -3.823 0.609 -2.870 -0.86
C -2.997 -0.271 -2.193 -0.34
C -2.564 0.016 -0.895 0.28
P -1.523 -1.212 -0.010 0.49
C -2.744 -2.475 0.444 1.45
C -3.133 -3.503 -0.412 -0.51
C -4.133 -4.383 -0.020 -0.77
C -4.748 -4.239 1.219 -0.59
C -4.368 -3.210 2.071 -0.76
C -3.367 -2.329 1.685 -0.53
C -0.441 -1.916 -1.293 1.13
C -0.008 -3.241 -1.198 -0.59
C 0.915 -3.743 -2.103 -0.97
C 1.427 -2.927 -3.103 -1.03
C 1.008 -1.607 -3.200 -0.89
C 0.081 -1.099 -2.298 -0.55
H -3.963 3.920 2.043 0.60
H -3.240 6.296 1.771 0.42
H -0.962 6.795 0.941 0.45
H 0.603 4.968 0.424 0.52
H -1.118 3.244 -1.679 0.41
H -0.734 3.224 -4.109 0.48
H 1.232 2.056 -5.052 0.43
H 2.779 0.834 -3.546 0.62
H 2.365 0.798 -1.112 -0.18
H 2.825 3.429 -0.505 0.37
H 4.818 4.310 0.630 0.45
H 5.064 4.090 3.082 0.42
H 3.282 2.990 4.403 0.44
H 1.287 2.104 3.275 0.41
H -4.185 2.985 -0.482 0.52
H -4.884 2.480 -2.793 0.46
H -4.150 0.372 -3.876 0.45
H -2.675 -1.185 -2.678 0.44
H -2.656 -3.626 -1.377 0.36
H -4.438 -5.180 -0.687 0.46
H -5.530 -4.928 1.519 0.42
H -4.852 -3.090 3.033 0.46
H -3.086 -1.512 2.345 0.33
H -0.404 -3.887 -0.426 0.59
H 1.228 -4.780 -2.034 0.47
H 2.150 -3.321 -3.810 0.44
H 1.402 -0.965 -3.978 0.59
H -0.237 -0.066 -2.387 0.29
O 1.840 -0.458 1.039 0.29
C 2.933 -1.215 0.971 0.09
C 4.137 -0.591 0.608 -0.30
C 5.308 -1.310 0.486 -0.74
C 5.326 -2.683 0.739 -0.96
C 4.156 -3.304 1.116 -0.86
C 2.949 -2.598 1.227 0.30
C 1.732 -3.299 1.627 0.59
N 0.601 -2.769 2.075 0.08
C -0.255 -3.813 2.400 -0.57
C 0.360 -4.988 2.133 -0.74
N 1.603 -4.646 1.635 -0.01
H 4.120 0.484 0.450 0.38
H 6.223 -0.800 0.208 0.48
H 6.246 -3.249 0.663 0.41
H 4.190 -4.360 1.365 0.36
H -1.239 -3.637 2.809 0.55
H 0.042 -6.011 2.251 0.46
H 2.305 -5.296 1.328 0.21
```